Below is a molecular structure, C42H36F6N2P2PdSb, with properties calculated with the ωB97M-V functional and the def2-TZVPD basis.

Computed properties:
2S+1: 2
E_tot: -92023.2991 eV
HOMO level (spin up / spin down): -1.3 / -1.3 eV
Charge: -2

```
90
Properties=species:S:1:pos:R:3:forces:R:3:mulliken_spin:R:1
Pd 0.04217 -0.08605 -0.47516 -0.48 -0.55 -0.37 0.008
C 2.51557 2.27992 -0.55433 -0.46 -0.11 0.01 -0.003
P 2.45975 0.94194 -1.85023 0.74 0.05 0.04 0.000
C 4.28379 0.97463 -2.20393 -0.02 -0.02 -0.07 0.000
C 4.71965 1.45863 -3.43554 0.02 -0.01 0.02 0.000
C 6.07727 1.57240 -3.72089 -0.01 0.02 0.06 0.000
C 7.01664 1.20459 -2.76866 -0.05 -0.03 0.02 0.000
C 6.59393 0.70067 -1.54269 -0.04 0.03 0.02 0.000
C 5.23930 0.58174 -1.26546 0.05 0.01 -0.04 0.000
C 2.41249 -0.61084 -0.85850 -0.05 0.40 -0.06 -0.001
C 2.11292 -0.69347 0.51171 0.41 -0.15 -0.03 0.042
C 2.05436 -1.95593 1.13271 -0.03 0.11 -0.01 0.003
C 2.30551 -3.10459 0.42004 0.12 -0.20 0.10 -0.004
C 2.64182 -3.01687 -0.93997 -0.01 0.13 -0.05 0.001
C 2.66444 -1.79449 -1.57128 -0.01 -0.09 0.07 0.000
C 1.13690 2.77142 -0.22816 -0.05 0.13 -0.04 0.000
C 0.67145 4.06250 -0.03480 -0.08 -0.04 0.02 0.005
C -0.73649 3.97281 0.13812 0.08 -0.02 0.03 -0.002
C -1.05684 2.63226 0.04271 0.10 0.11 -0.05 0.000
C -2.36484 1.89702 0.08909 0.29 -0.09 0.06 -0.002
P -2.07092 0.41738 -0.95091 -0.30 0.35 -0.32 0.004
C -2.21784 1.02105 -2.66702 0.22 -0.05 -0.04 0.001
C -3.34984 1.70738 -3.09977 0.04 0.02 0.01 0.000
C -3.43627 2.15191 -4.40993 -0.03 0.01 0.02 0.000
C -2.40048 1.89537 -5.30140 0.00 0.00 0.00 0.000
C -1.28225 1.19076 -4.88171 0.01 -0.01 -0.01 0.000
C -1.18760 0.75483 -3.56564 -0.26 0.13 -0.03 0.000
C -3.44330 -0.72921 -0.78822 0.22 -0.30 0.11 0.000
C -4.68704 -0.34459 -0.28623 -0.05 0.02 0.08 0.001
C -5.69688 -1.28950 -0.18993 0.00 -0.05 0.01 0.000
C -5.46438 -2.60881 -0.57998 0.10 0.18 -0.03 0.000
C -4.22359 -2.99096 -1.07445 -0.25 -0.16 -0.06 0.000
C -3.21216 -2.04793 -1.18725 0.18 0.17 -0.01 -0.001
N 0.08430 1.90955 -0.18125 0.10 0.01 0.17 -0.004
H 3.09889 3.09466 -0.98213 0.04 0.03 -0.03 0.000
H 3.06449 1.90783 0.31788 0.04 0.03 0.02 0.000
H 3.98070 1.74416 -4.17816 0.04 0.00 0.03 0.000
H 6.40324 1.94919 -4.68358 -0.03 0.00 0.00 0.000
H 8.07528 1.30107 -2.97961 -0.01 -0.02 -0.01 0.000
H 7.32447 0.40133 -0.79938 -0.02 -0.01 -0.03 0.000
H 4.91500 0.16775 -0.31553 0.01 0.01 -0.04 0.000
H 2.03446 0.18929 1.12755 -0.05 0.14 0.02 -0.042
H 1.78687 -2.01793 2.18167 0.00 0.01 -0.02 0.004
H 2.19388 -4.08632 0.88774 -0.11 0.13 -0.11 0.000
H 2.82640 -3.92454 -1.49892 -0.14 -0.01 0.04 0.000
H 2.87278 -1.73491 -2.63446 -0.02 -0.02 -0.01 0.000
H 1.27235 4.96211 -0.02060 -0.01 -0.06 -0.02 0.000
H -1.42971 4.78545 0.30856 0.05 -0.05 -0.01 0.000
H -3.19759 2.49907 -0.27099 -0.05 0.05 -0.01 0.000
H -2.58918 1.54225 1.10082 -0.07 -0.04 -0.01 0.002
H -4.16679 1.89105 -2.41010 0.00 -0.01 -0.03 0.000
H -4.31456 2.69625 -4.73829 0.02 -0.03 0.01 0.000
H -2.47234 2.24021 -6.32713 0.00 -0.01 0.04 0.000
H -0.47948 0.97518 -5.57828 -0.04 0.01 0.05 0.000
H -0.32629 0.20157 -3.22615 0.16 -0.06 0.01 0.000
H -4.86431 0.67305 0.04751 0.02 -0.02 -0.01 0.000
H -6.66228 -1.00053 0.21296 0.02 -0.01 -0.02 0.000
H -6.25420 -3.34300 -0.47327 0.03 -0.02 0.00 0.000
H -3.99962 -4.01953 -1.33385 0.06 0.13 0.06 0.000
H -2.23250 -2.36543 -1.54433 -0.19 -0.01 0.04 0.000
F -0.18737 -1.95823 -0.93960 -0.11 0.33 0.09 0.000
Sb -0.68266 -4.81692 -0.35265 0.00 -0.60 -0.15 0.000
F 0.83375 -5.19967 -1.65569 0.09 0.14 0.09 0.000
F 0.82469 -5.55560 1.20207 -0.16 0.07 -0.01 0.000
F -1.09006 -6.69733 -0.56824 -0.01 0.02 0.06 0.000
F -2.80935 -4.82356 0.40454 0.15 0.08 0.37 0.000
F -1.68716 -4.45371 -2.09379 -0.07 0.02 -0.02 0.000
C -1.62868 -3.17045 4.18515 0.06 0.18 -0.11 0.183
C -0.92232 -2.26875 4.98386 -0.05 -0.08 0.04 -0.084
C -0.49116 -1.06523 4.47236 -0.03 0.05 -0.01 0.174
C -0.73555 -0.72436 3.11194 0.25 -0.08 0.36 0.034
C -1.46069 -1.65737 2.33203 0.21 0.10 0.02 0.047
C -1.90273 -2.85486 2.85459 -0.26 -0.32 -0.02 -0.095
N -0.18377 0.38767 2.54437 -0.50 -0.35 0.15 0.495
C 0.06396 1.48276 3.34149 -0.05 0.29 0.26 -0.062
C -0.83871 1.91110 4.33719 -0.06 -0.06 -0.06 0.109
C -0.60734 3.06124 5.07058 0.07 0.03 -0.03 -0.059
C 0.53945 3.81965 4.85532 -0.07 -0.17 -0.10 0.101
C 1.43731 3.41194 3.87449 -0.03 0.02 0.12 -0.059
C 1.20080 2.27473 3.12412 0.13 -0.07 -0.17 0.083
H -1.93848 -4.12758 4.58317 0.00 -0.01 0.00 0.013
H -0.69005 -2.52441 6.01189 0.01 0.00 -0.02 -0.002
H 0.09001 -0.38860 5.08664 0.01 -0.06 -0.02 0.002
H -1.65723 -1.43542 1.30063 0.04 0.03 -0.35 0.094
H -2.43722 -3.56672 2.21320 0.21 0.19 0.00 0.000
H -1.73880 1.33107 4.50252 0.01 0.03 -0.02 0.000
H -1.32995 3.37093 5.81639 -0.01 -0.01 0.00 -0.001
H 0.72093 4.71443 5.43550 0.02 0.04 0.00 0.008
H 2.33371 3.99014 3.69098 0.01 0.02 -0.04 -0.003
H 1.91315 1.97834 2.36389 -0.11 0.01 -0.01 0.008
```
Forces are in eV/Å.

---

Below is a molecular structure, C42H36GeN3O4S2Ti, with properties calculated with the ωB97M-V functional and the def2-TZVPD basis.

Computed properties:
2S+1: 4
Energy above the lowest of the compared OMol25 structures with the same formula, charge and spin: 0.0 kJ/mol
E_tot: -158103.8791 eV
HOMO level (spin up / spin down): 0.4 / -2.8 eV
Charge: -2

```
89
Properties=species:S:1:pos:R:3:forces:R:3:mulliken_spin:R:1
Ti 0.03530 1.94795 1.19180 -0.08 0.20 0.53 1.087
S -1.50020 -0.30054 1.09201 0.17 -0.10 0.06 0.029
C -1.67845 0.34454 -0.49995 0.15 0.06 -0.14 0.112
C -2.57378 -0.11813 -1.47509 -0.04 0.02 -0.02 0.023
C -2.56465 0.46195 -2.72426 0.00 0.01 0.02 0.019
C -1.68391 1.50655 -2.99744 -0.01 -0.01 -0.02 -0.001
C -0.85428 1.93734 -1.98284 -0.02 -0.02 0.01 0.043
N -0.84466 1.36795 -0.77779 -0.01 0.09 0.00 -0.103
H -3.25364 -0.92157 -1.22600 0.00 0.01 0.01 0.001
H -3.24402 0.10497 -3.49054 0.00 0.00 0.00 0.001
H -1.65887 1.98803 -3.96520 0.01 0.01 0.01 0.001
H -0.17068 2.76778 -2.11052 0.00 0.00 0.00 0.005
C -6.44178 -1.50600 2.66799 0.00 0.00 0.00 -0.001
C -5.65608 -0.27764 2.29043 -0.01 0.00 -0.01 0.006
C -5.67336 0.21618 0.99384 0.00 0.00 0.01 -0.007
C -4.92583 1.33593 0.64496 0.01 0.01 -0.01 0.012
C -4.15137 1.96984 1.59776 0.01 0.02 -0.01 -0.005
C -4.12799 1.49182 2.90263 0.01 -0.01 0.01 0.010
C -4.87680 0.38072 3.24149 0.00 0.01 0.00 -0.004
S -3.13372 3.38041 1.15897 -0.10 -0.07 0.07 0.001
O -3.09079 3.35514 -0.28827 0.03 0.00 0.02 0.001
O -3.79085 4.51474 1.78417 -0.01 0.01 -0.01 0.000
N -1.72208 3.10224 1.77224 0.28 0.07 -0.26 0.003
C -1.41499 3.63972 3.09738 0.00 0.11 0.01 0.020
C -0.71898 2.57033 3.94246 -0.01 0.02 0.01 0.009
O -0.84122 2.57043 5.16408 0.01 -0.01 0.00 0.003
O -0.00564 1.74870 3.25217 -0.04 0.04 -0.20 -0.011
H -6.90136 -1.96220 1.79013 0.00 0.00 0.00 0.000
H -7.23763 -1.26672 3.37826 0.00 0.00 0.00 0.000
H -5.79719 -2.25214 3.13697 0.00 0.00 0.00 0.000
H -6.26299 -0.29197 0.23683 0.00 0.00 0.00 0.000
H -4.90890 1.70823 -0.37083 0.00 -0.01 -0.01 0.001
H -3.49463 1.96652 3.64246 -0.01 -0.02 0.00 -0.001
H -4.83157 -0.00349 4.25512 0.00 0.00 0.00 0.000
H -2.28418 4.03895 3.61864 -0.03 -0.06 0.00 0.000
H -0.69695 4.46548 2.99611 -0.02 0.01 0.03 -0.017
C 4.01487 0.62408 2.43591 -0.04 -0.03 -0.03 -0.038
C 4.91877 1.55294 1.85284 0.03 0.01 0.00 0.352
C 4.37984 2.57037 1.07692 -0.02 -0.04 -0.02 -0.182
C 3.01551 2.65318 0.84369 0.07 -0.03 0.00 0.310
N 2.14554 1.69374 1.35827 -0.31 -0.06 -0.04 0.200
C 2.68230 0.73582 2.17006 0.05 -0.05 0.01 0.134
C 2.33090 3.73402 0.15547 -0.05 0.02 -0.07 -0.108
C 2.99252 4.75107 -0.55378 0.01 -0.01 0.02 0.027
C 2.26912 5.76254 -1.15444 0.01 0.01 -0.01 -0.026
C 0.87486 5.77101 -1.06346 -0.03 -0.01 0.00 0.069
C 0.22382 4.75215 -0.37908 0.06 0.03 0.01 -0.030
C 0.91819 3.70658 0.24722 -0.08 -0.18 0.00 0.091
H 4.35943 -0.17224 3.08350 0.00 0.00 0.00 -0.001
H 5.98252 1.50307 2.04884 0.00 0.00 -0.01 0.053
H 5.02512 3.33938 0.66877 0.00 -0.01 -0.01 -0.003
H 1.97026 0.05112 2.61896 -0.01 0.02 0.00 -0.006
H 4.07464 4.74811 -0.64207 0.00 0.00 0.01 0.007
H 2.78597 6.54624 -1.69976 0.00 0.00 0.00 -0.001
H 0.30456 6.56613 -1.53380 0.00 0.00 0.00 0.006
H -0.86156 4.75889 -0.33628 -0.01 0.01 0.00 0.007
C 2.09599 -0.18612 -1.60271 0.00 -0.06 0.03 0.143
Ge 1.26914 -1.52579 -0.40531 0.01 -0.03 0.00 0.578
C 2.68124 -2.67226 0.36082 -0.01 0.02 -0.07 0.049
C 2.37788 -3.97366 0.76651 0.03 0.00 0.01 0.037
C 3.35019 -4.80099 1.31055 -0.01 -0.01 0.00 -0.016
C 4.65166 -4.33875 1.46083 0.00 0.00 0.00 0.037
C 4.96800 -3.04527 1.06784 0.01 0.01 0.00 -0.014
C 3.99080 -2.21961 0.52699 -0.01 0.00 0.04 0.011
C 0.22312 -2.82094 -1.50860 0.00 0.01 0.05 0.144
C -1.09625 -3.04179 -1.20494 0.04 0.07 -0.03 -0.010
C -1.89484 -3.93149 -1.95865 -0.03 -0.03 -0.04 -0.009
C -1.36822 -4.60472 -3.02014 -0.03 0.01 0.02 0.003
C -0.00593 -4.43307 -3.36748 0.07 0.05 0.04 0.003
C 0.57103 -5.14066 -4.45080 0.01 0.00 -0.01 0.003
C 1.89158 -4.99253 -4.76433 -0.02 -0.04 -0.02 -0.002
C 2.70109 -4.12766 -3.99915 0.00 0.04 0.03 -0.004
C 2.16811 -3.42724 -2.95355 0.01 0.02 -0.06 -0.014
C 0.79732 -3.54298 -2.60444 -0.04 -0.09 -0.01 -0.020
H 1.58151 -0.20550 -2.56490 -0.01 0.02 0.01 0.006
H 3.15628 -0.40380 -1.75442 -0.01 -0.02 0.00 0.019
H 2.00704 0.80607 -1.16337 0.00 0.02 0.00 -0.048
H 1.36540 -4.34643 0.64789 0.00 -0.01 0.00 0.001
H 3.09258 -5.80819 1.61840 0.00 0.00 0.00 -0.002
H 5.41317 -4.98178 1.88680 0.00 0.00 0.00 0.004
H 5.97742 -2.66997 1.19224 0.00 0.00 0.00 0.000
H 4.25044 -1.20370 0.25318 0.01 0.01 0.00 0.023
H -1.54379 -2.49826 -0.37936 0.02 -0.05 0.02 -0.037
H -2.93710 -4.06421 -1.69130 0.00 0.00 0.01 0.000
H -1.97686 -5.28199 -3.61025 0.00 0.00 0.00 0.000
H -0.06006 -5.80947 -5.02685 0.00 0.00 0.00 0.001
H 2.32098 -5.54262 -5.59339 0.00 0.00 0.00 -0.001
H 3.75165 -4.01942 -4.23946 0.00 0.00 0.00 -0.001
H 2.80100 -2.77548 -2.36658 0.01 0.02 0.01 0.019
```
Forces are in eV/Å.